ORCA calculation (ωB97M-V/def2-TZVPD) on a 13-piece molecular cluster, H24NO15 overall.

Last column: Löwdin charge in e.
Positions of all 40 atoms, in Å:
N -0.59 0.40 -1.14  -0.497
O 0.21 0.82 -1.96  -0.005
O -0.77 1.08 -0.12  -0.007
O -0.84 -0.80 -1.08  -0.032
O 1.19 -0.69 1.60  -0.059
H 2.02 -0.59 1.09  0.015
H 0.90 0.20 1.62  -0.014
O 0.62 3.57 -0.99  -0.005
H 0.73 2.91 -1.64  -0.002
H -0.27 3.73 -0.81  0.002
O -1.33 0.22 3.01  -0.051
H -1.69 -0.21 2.22  -0.018
H -1.14 -0.53 3.55  0.011
O 2.18 1.75 0.68  -0.042
H 2.44 1.15 -0.02  0.005
H 1.53 2.34 0.39  -0.045
O 0.53 3.57 1.94  -0.028
H -0.29 3.50 1.47  -0.005
H 0.72 2.82 2.47  0.026
O -2.25 -3.29 -1.26  -0.093
H -1.84 -2.49 -1.56  -0.021
H -1.64 -3.42 -0.50  0.012
O 2.93 -0.72 -0.61  -0.063
H 3.35 -1.56 -0.46  0.054
H 2.49 -0.87 -1.47  0.003
O -0.60 -2.87 1.11  -0.051
H -0.13 -2.06 1.08  -0.026
H -1.26 -2.90 1.81  0.043
O -2.71 -0.90 0.86  -0.070
H -3.46 -1.34 0.48  0.049
H -2.13 -0.66 0.10  0.004
O -2.55 2.72 0.93  -0.033
H -3.18 2.20 1.42  0.037
H -1.85 2.16 0.72  -0.075
O 1.99 -0.74 -3.18  -0.040
H 2.60 -0.16 -3.60  0.042
H 1.21 -0.20 -3.01  0.007
O 1.05 -3.01 -1.46  -0.062
H 0.68 -2.12 -1.28  0.004
H 1.11 -3.01 -2.42  0.027

- energy relative to the best compared isomer or geometry (same formula, charge and spin) (kcal per mole) = 10.7
- spin multiplicity = 1
- net charge = -1
- gap between HOMO and LUMO (Eh) = 0.370
- calculated total energy (Eh) = -1197.74432
- highest occupied orbital energy (eV) = -7.3212